Entry 1:
ORCA calculation (ωB97M-V/def2-TZVPD) on C6H5NO in the gas phase.

Cartesian coordinates (Å):
C -1.6588 -1.4466 0.8363
C -0.3197 0.3721 0.0909
C 1.4610 0.2748 -0.5147
C 0.3207 1.2083 -0.9312
C 0.8826 0.0639 0.8145
C -1.4026 -0.3845 -0.0087
N -1.6350 -2.3380 1.6025
O 2.2345 -0.3139 -1.2017
H -0.0459 0.9084 -1.9108
H 0.2690 2.2487 -0.7631
H 1.2450 0.5822 1.5758
H 0.8109 -1.0001 1.1774
H -2.1618 -0.1754 -0.7671

HOMO energy: -10.20 eV
Kohn-Sham gap: 9.7173 eV
Energy relative to the best compared isomer or geometry (same formula, charge and spin): 1.682 eV
E_LUMO: -0.5 eV
Electronic energy: -9837.5256 eV

=====

Entry 2:
ORCA calculation (ωB97M-V/def2-TZVPD) on C6H5NO in the gas phase.

Cartesian coordinates (Å):
C -1.7834 1.3004 -0.0127
C -0.6278 0.6754 0.0695
C 0.6080 1.4057 -0.0073
C 1.8002 0.7715 -0.0922
C 1.7375 -0.6838 0.0151
N 0.6806 -1.4201 0.0673
C -0.6155 -0.7866 0.0182
O -1.6007 -1.4765 -0.0704
H -1.9135 2.4036 -0.0135
H -2.7111 0.6888 0.0557
H 0.5288 2.4958 0.1497
H 2.7280 1.2792 -0.0563
H 2.6939 -1.2111 0.0131

HOMO energy: -9.49 eV
Kohn-Sham gap: 8.3812 eV
Energy relative to the best compared isomer or geometry (same formula, charge and spin): 0.159 eV
SMILES: C=C1C=CC=NC1=O
E_LUMO: -1.1 eV
Electronic energy: -9839.0485 eV

=====

Entry 3:
ORCA calculation (ωB97M-V/def2-TZVPD) on C6H5NO as an isolated structure.

Cartesian coordinates (Å):
C -1.9935 0.4064 -0.1027
C -0.4250 -0.7203 0.0480
C 0.6861 -1.5155 0.0341
C 1.8419 0.3520 -0.1241
C 0.7532 1.1342 -0.0066
C -0.5003 0.6159 -0.0329
H -2.5884 0.6869 -1.0728
H -2.5822 0.3762 0.9595
H 0.6218 -2.6476 0.4441
H 2.8513 0.9326 0.0721
H 1.0861 2.2614 0.2031
N 1.9714 -0.9017 -0.2488
O -1.7225 -0.9805 -0.1730

HOMO energy: -8.95 eV
Kohn-Sham gap: 9.2766 eV
Energy relative to the best compared isomer or geometry (same formula, charge and spin): 3.232 eV
E_LUMO: 0.3 eV
Electronic energy: -9835.9762 eV

=====

Entry 4:
ORCA calculation (ωB97M-V/def2-TZVPD) on a 3-piece molecular cluster, C6H5NO2 overall.

Cartesian coordinates (Å):
C -0.9792 1.0823 -0.5855
C -1.5037 -0.0918 -0.9524
C -0.4752 -1.1111 -0.3703
C 0.5878 -0.3728 0.2112
C 1.8364 -0.7729 1.1269
C 0.3995 0.8709 -0.1458
H -3.1121 2.3798 -0.1787
H -1.5028 3.4921 -0.0373
H -2.2613 -0.6435 -1.5291
H 1.9879 -1.9039 0.8787
H 1.1397 1.5843 0.0193
N -1.4310 2.2872 -0.8275
O -0.7417 -2.3529 -0.3284
O 2.5632 0.0345 1.6953

HOMO energy: -8.90 eV
Kohn-Sham gap: 6.9695 eV
Energy relative to the best compared isomer or geometry (same formula, charge and spin): 9.560 eV
E_LUMO: -1.9 eV
Electronic energy: -11878.9845 eV